[1]
Molecular formula: C58H147N9O13
Method: DFT, wB97M-V/def2-TZVPD

Geometry (Å):
O1 1.59 -5.21 3.82
O2 1.30 -5.75 -1.45
O3 -0.92 3.21 5.42
O4 -4.02 -2.12 4.56
O5 2.90 1.74 3.28
O6 -1.01 -2.25 0.67
O7 -1.30 -0.58 -3.48
O8 -6.24 -1.93 -6.00
O9 3.73 4.58 2.54
O10 -2.08 -5.31 1.09
O11 -4.22 1.93 -1.34
O12 4.81 -2.67 -3.27
O13 0.05 5.12 -3.42
N1 -1.41 1.06 -0.86
N2 1.66 0.54 5.52
N3 -0.36 8.62 -4.47
N4 -0.43 -1.89 3.83
N5 -4.64 -4.88 -0.48
N6 2.82 5.64 2.03
N7 -4.08 -0.69 -4.12
N8 -0.97 -8.38 -2.73
N9 3.96 -1.58 -3.43
C1 -0.19 -7.15 -2.76
C2 3.45 1.25 -3.53
C3 1.48 7.56 -3.05
C4 -5.25 -1.42 4.44
C5 -0.74 4.02 -3.08
C6 4.41 -0.82 -4.63
C7 1.79 2.80 6.37
C8 3.48 0.43 -4.80
C9 -1.18 -5.87 2.00
C10 3.73 -0.87 -2.22
C11 -5.44 0.55 0.31
C12 1.07 5.41 3.97
C13 2.09 6.30 3.17
C14 4.32 1.52 3.08
C15 0.85 1.66 6.02
C16 -3.18 -4.61 1.66
C17 1.37 6.40 0.32
C18 2.96 -3.73 2.52
C19 -1.26 -2.27 5.95
C20 2.09 5.14 0.83
C21 -0.93 -5.90 -3.32
C22 -2.09 3.46 4.74
C23 -0.35 0.38 -5.52
C24 3.15 6.85 4.12
C25 -0.63 -0.10 -0.45
C26 4.87 0.78 4.34
C27 -4.99 -3.04 1.14
C28 -4.14 -2.81 -3.06
C29 1.40 7.44 2.51
C30 -4.00 -3.99 0.53
C31 4.53 0.84 1.81
C32 2.98 -1.76 -1.24
C33 5.89 -0.47 -4.60
C34 -7.62 -2.00 -6.32
C35 -0.56 -0.88 -4.67
C36 -1.14 -2.02 -5.50
C37 -5.03 1.92 -0.13
C38 -6.03 -2.32 -4.67
C39 5.11 -0.48 -1.50
C40 -0.64 6.34 -3.59
C41 -0.56 -3.24 -0.19
C42 -2.82 -1.44 4.08
C43 0.44 7.03 1.38
C44 0.27 0.39 0.66
C45 2.88 0.36 -2.49
C46 0.33 7.38 -4.08
C47 3.86 -4.86 4.58
C48 3.13 4.78 -0.27
C49 -1.63 -2.33 4.48
C50 0.41 -6.86 -1.33
C51 1.15 3.97 1.06
C52 4.09 -1.68 -5.85
C53 1.93 -5.46 -0.23
C54 -4.29 2.70 0.99
C55 -4.57 -2.08 -4.33
C56 -1.63 -1.08 0.05
C57 3.02 -5.00 3.40
C58 -0.18 2.06 4.96
H1 -1.71 -5.65 -2.61
H2 4.40 -0.20 4.45
H3 -4.73 -2.43 -2.22
H4 3.79 -3.74 1.78
H5 -5.93 -0.04 -0.48
H6 0.62 3.67 0.13
H7 0.40 4.34 1.74
H8 3.19 3.80 2.79
H9 -2.40 -1.37 -0.68
H10 -4.07 -2.43 -5.22
H11 -4.58 -0.03 0.63
H12 2.70 7.63 4.72
H13 -4.03 -5.62 -0.83
H14 -0.18 -0.58 -1.33
H15 3.61 -2.61 -0.96
H16 -6.26 -3.38 -4.46
H17 3.60 6.03 4.68
H18 2.46 -0.01 -4.99
H19 -3.33 1.59 -1.17
H20 -0.42 -5.20 2.41
H21 -2.13 -2.49 6.58
H22 2.83 -6.04 -0.03
H23 -2.68 4.25 5.24
H24 -4.43 -2.37 1.80
H25 -0.96 -1.22 6.13
H26 4.48 1.27 5.22
H27 2.44 2.39 7.14
H28 -0.04 -4.02 0.31
H29 -0.22 6.27 1.84
H30 -3.27 2.36 1.19
H31 3.92 -0.07 1.84
H32 -5.45 -2.44 0.34
H33 6.48 -1.38 -4.69
H34 -4.34 -0.45 -3.15
H35 -0.78 1.19 4.78
H36 -2.21 -0.67 0.89
H37 -0.37 -2.51 -6.18
H38 4.77 -2.56 -5.90
H39 -1.28 -6.15 -4.35
H40 -1.42 -2.83 -4.82
H41 -5.95 2.46 -0.37
H42 0.25 0.21 -6.39
H43 5.81 -1.29 -1.49
H44 2.91 2.21 -3.47
H45 0.31 9.31 -4.79
H46 2.01 -3.63 1.98
H47 0.90 5.78 4.98
H48 -5.56 -5.21 -0.21
H49 3.78 0.97 -5.73
H50 3.67 3.88 0.01
H51 2.61 -1.29 -0.30
H52 -6.72 -1.82 -4.00
H53 -0.92 -8.79 -3.65
H54 2.35 8.15 -3.42
H55 -4.25 3.74 0.67
H56 1.85 0.04 -2.69
H57 -0.70 -6.71 1.53
H58 -0.52 -1.92 2.79
H59 5.59 0.68 1.51
H60 3.93 1.43 1.11
H61 6.15 0.13 -5.47
H62 -7.71 -1.42 -7.23
H63 4.27 -1.08 -6.73
H64 3.40 -4.13 5.27
H65 -1.88 3.94 3.77
H66 0.23 1.38 6.91
H67 -5.85 -3.53 1.64
H68 -2.03 -1.77 -6.08
H69 1.09 0.99 0.18
H70 2.51 4.58 -1.14
H71 -3.67 -5.22 2.39
H72 -8.28 -1.64 -5.50
H73 0.82 8.03 3.18
H74 0.98 -7.73 -0.96
H75 -5.31 -0.44 4.97
H76 -0.12 3.20 -2.69
H77 6.19 -0.06 -3.65
H78 -1.39 4.27 -2.23
H79 0.39 -1.23 -4.29
H80 0.85 6.19 -0.60
H81 0.07 5.31 3.50
H82 4.16 -3.39 -3.16
H83 1.68 3.13 1.53
H84 -1.51 0.95 -1.86
H85 2.13 -2.08 -1.85
H86 2.19 0.09 6.25
H87 1.41 4.38 3.96
H88 3.29 -5.84 2.73
H89 4.44 1.53 -3.15
H90 -0.98 1.96 -0.69
H91 -4.82 2.65 1.96
H92 2.21 -4.41 -0.29
H93 2.06 8.17 2.05
H94 -2.80 -3.75 2.24
H95 -1.45 6.21 -4.35
H96 -2.83 -1.32 3.01
H97 5.60 0.41 -1.92
H98 1.27 -5.51 0.66
H99 -1.96 -3.34 4.29
H100 -0.37 0.97 1.33
H101 -1.38 -3.77 -0.71
H102 -2.79 2.59 4.61
H103 -7.96 -3.01 -6.56
H104 2.37 3.09 5.51
H105 -3.25 -3.32 0.06
H106 1.65 -6.01 4.29
H107 4.85 -0.39 -0.41
H108 0.30 2.31 4.00
H109 2.20 7.05 0.04
H110 -0.14 7.85 0.94
H111 -0.28 -5.05 -3.44
H112 -3.07 -2.74 -2.83
H113 -1.63 -6.25 2.89
H114 -6.19 0.62 1.10
H115 -1.31 0.79 -5.86
H116 -2.26 -0.68 -3.74
H117 3.13 -2.86 3.07
H118 4.89 -4.54 4.31
H119 3.81 5.58 -0.44
H120 -5.89 -2.16 4.93
H121 -4.43 0.03 -4.77
H122 -2.69 -0.46 4.56
H123 1.82 6.58 -2.66
H124 -0.76 9.10 -3.67
H125 1.28 3.72 6.72
H126 -4.36 -3.88 -3.15
H127 -1.95 -8.22 -2.53
H128 -5.61 -1.21 3.42
H129 0.65 -7.31 -3.42
H130 3.91 -5.76 5.17
H131 1.17 8.06 -2.12
H132 -1.17 6.58 -2.69
H133 2.79 0.84 -1.50
H134 1.10 -0.23 5.19
H135 4.80 2.50 3.05
H136 5.95 0.65 4.33
H137 3.99 7.23 3.53
H138 0.26 1.04 -4.91
H139 0.34 -2.55 4.01
H140 2.58 1.14 4.01
H141 0.63 -0.46 1.24
H142 0.87 6.92 -4.91
H143 -0.43 -2.91 6.23
H144 -1.39 3.68 -3.90
H145 0.07 -2.88 -0.99
H146 -0.40 -6.71 -0.58
H147 3.05 -2.08 -5.82

Computed properties:
E_tot ... -3768.7135 Ha
Energy relative to the best compared isomer or geometry (same formula, charge and spin) ... 38.2 kcal per mole

[2]
Molecular formula: C5H7NO
Method: DFT, wB97M-V/def2-TZVPD

Geometry (Å):
O1 0.77 -0.56 -0.09
N1 -1.12 0.00 -1.31
C1 0.67 -0.55 1.32
C2 0.17 0.77 1.78
C3 -0.80 -0.30 1.30
C4 -0.59 -0.30 -0.21
C5 -0.08 0.14 -2.35
H1 1.32 -1.25 1.81
H2 0.30 1.65 1.15
H3 0.24 0.95 2.85
H4 -1.58 -0.73 1.93
H5 -0.28 -0.53 -3.18
H6 0.96 -0.05 -2.02
H7 -0.11 1.19 -2.68

Computed properties:
E_tot ... -324.6152 Ha
Energy relative to the best compared isomer or geometry (same formula, charge and spin) ... 68.6 kcal per mole

[3]
Molecular formula: C2H2FI3O
Method: DFT, wB97M-V/def2-TZVPD

Geometry (Å):
I1 -0.11 2.25 -1.52
I2 -0.07 -2.55 -0.10
I3 -1.24 -0.82 -3.10
F1 1.50 -0.15 -0.93
O1 0.15 0.40 0.78
C1 -0.74 -0.76 -1.03
C2 0.26 0.28 -0.66
H1 -1.68 -0.67 -0.42
H2 1.01 0.87 1.22

Computed properties:
E_tot ... -1145.5602 Ha
Energy relative to the best compared isomer or geometry (same formula, charge and spin) ... 15.7 kcal per mole

[4]
Molecular formula: H14O7V
Method: DFT, wB97M-V/def2-TZVPD

Geometry (Å):
V1 -0.10 -0.06 0.06
O1 -0.27 1.88 1.25
O2 0.75 -0.58 2.04
O3 -2.26 0.34 -0.37
O4 2.10 0.33 -0.21
O5 -1.08 -2.26 0.51
O6 0.46 -1.37 -1.67
O7 0.04 1.44 -1.75
H1 -0.75 2.66 1.13
H2 -2.48 -0.21 -1.10
H3 -0.13 1.89 2.21
H4 -0.29 2.34 -1.65
H5 -2.74 1.19 -0.50
H6 2.48 0.90 0.44
H7 1.54 -1.09 2.18
H8 -1.99 -2.47 0.64
H9 -0.65 -2.78 1.14
H10 2.89 -0.07 -0.51
H11 0.35 -0.69 2.93
H12 1.25 -1.91 -1.73
H13 0.32 -1.00 -2.51
H14 0.56 1.49 -2.54

Computed properties:
E_tot ... -1478.5653 Ha
Spin multiplicity ... 4
Energy relative to the best compared isomer or geometry (same formula, charge and spin) ... 5.7 kcal per mole
Charge ... +2

[5]
Molecular formula: C4H9NO4P
Method: DFT, wB97M-V/def2-TZVPD

Geometry (Å):
P1 0.38 -1.84 0.54
O1 0.35 -3.27 0.26
O2 -0.70 -1.51 1.70
O3 1.64 -0.12 -2.58
O4 1.84 2.01 -1.89
N1 0.04 -0.86 -0.73
C1 0.30 0.57 -0.72
C2 1.39 0.86 -1.87
C3 -0.79 -0.27 2.35
C4 -0.97 1.35 -1.05
H1 -0.72 2.40 -1.13
H2 0.71 0.90 0.24
H3 0.20 0.16 2.53
H4 0.51 -1.20 -1.60
H5 -1.38 0.44 1.76
H6 -1.36 1.00 -2.01
H7 -1.74 1.21 -0.29
H8 1.55 -1.39 1.19
H9 -1.28 -0.44 3.31

Computed properties:
E_tot ... -855.0328 Ha
SMILES ... CO[P@@H](=O)N[C@H](C)C(=O)[O-]
Energy relative to the best compared isomer or geometry (same formula, charge and spin) ... 0.0 kcal per mole
Charge ... -1

[6]
Molecular formula: C3H8NS
Method: DFT, wB97M-V/def2-TZVPD

Geometry (Å):
S1 -1.60 0.48 -0.30
N1 1.24 -0.28 -0.39
C1 2.01 0.93 -0.01
C2 -3.00 -0.22 -0.15
C3 0.26 -0.76 0.34
H1 2.15 1.66 -0.85
H2 -3.07 -1.08 0.56
H3 0.01 -1.83 0.33
H4 1.34 1.38 0.79
H5 0.14 -0.10 1.25
H6 1.52 -0.69 -1.28
H7 -3.95 0.05 -0.61
H8 2.97 0.45 0.33

Computed properties:
E_tot ... -571.7055 Ha
Energy relative to the best compared isomer or geometry (same formula, charge and spin) ... 40.6 kcal per mole
Charge ... +1

[7]
Molecular formula: C21H25CsN3O3
Method: DFT, wB97M-V/def2-TZVPD

Geometry (Å):
Cs1 -0.06 0.14 0.05
O1 -2.92 -0.53 0.76
O2 1.85 -1.87 1.36
O3 -0.69 -1.04 2.71
N1 0.26 2.58 -1.93
N2 -0.83 0.17 -2.92
N3 1.44 2.59 0.59
C1 -3.86 -0.77 -0.26
C2 -0.28 3.65 -3.98
C3 1.57 3.67 -0.16
C4 2.00 2.52 1.79
C5 0.37 4.80 -3.56
C6 2.31 4.77 0.30
C7 -1.96 1.36 -4.63
C8 -1.43 -0.94 -3.32
C9 -0.33 2.55 -3.13
C10 1.49 -2.07 2.72
C11 2.90 4.70 1.55
C12 -2.31 -0.98 -4.39
C13 -1.06 1.32 -3.56
C14 -2.09 -1.08 2.96
C15 2.75 3.56 2.32
C16 -2.58 0.21 -5.05
C17 0.00 -2.26 2.94
C18 -2.94 -1.51 1.78
C19 0.96 4.82 -2.31
C20 0.90 3.68 -1.52
C21 2.16 -3.08 0.69
H1 3.20 3.47 3.29
H2 -3.71 -1.76 -0.71
H3 -3.97 -1.64 2.14
H4 3.01 -3.57 1.16
H5 -4.88 -0.71 0.13
H6 3.47 5.54 1.92
H7 -3.27 0.23 -5.88
H8 1.83 -1.20 3.28
H9 -0.71 3.61 -4.97
H10 -2.62 -2.48 1.39
H11 -0.16 -2.59 3.98
H12 -0.39 -3.06 2.28
H13 -3.71 -0.01 -1.02
H14 1.47 5.71 -1.98
H15 0.42 5.67 -4.20
H16 1.30 -3.77 0.69
H17 -2.18 2.30 -5.12
H18 -2.76 -1.91 -4.69
H19 1.87 1.59 2.34
H20 -1.20 -1.84 -2.76
H21 -2.28 -1.75 3.81
H22 2.02 -2.94 3.11
H23 2.41 -2.84 -0.34
H24 -2.37 -0.07 3.27
H25 2.43 5.66 -0.30

Computed properties:
E_tot ... -1225.1692 Ha
Energy relative to the best compared isomer or geometry (same formula, charge and spin) ... 0.8 kcal per mole
Charge ... +1

[8]
Molecular formula: C16H60N14O14
Method: DFT, wB97M-V/def2-TZVPD

Geometry (Å):
O1 -6.31 1.61 2.88
O2 4.98 2.18 3.44
O3 -0.08 -3.97 1.14
O4 -1.10 1.44 -4.84
O5 -0.82 -1.81 3.37
O6 -3.68 -0.63 -0.69
O7 1.35 -1.04 -2.56
O8 2.30 -1.08 0.28
O9 4.86 -0.89 -1.52
O10 2.91 4.37 -0.99
O11 0.81 1.07 3.22
O12 -1.71 -3.51 -3.32
O13 -2.43 3.86 1.91
O14 -1.90 1.24 0.23
N1 3.02 -2.75 -2.47
N2 2.99 2.42 2.34
N3 -2.44 1.81 -2.89
N4 4.66 1.45 1.31
N5 -3.23 0.62 -4.43
N6 1.21 3.33 0.26
N7 3.47 -0.69 2.31
N8 1.47 2.60 -1.71
N9 -5.61 0.25 1.05
N10 -0.53 0.57 -1.48
N11 1.89 -2.24 2.23
N12 1.10 -3.27 -3.43
N13 0.28 0.68 0.47
N14 -4.16 1.66 1.77
C1 -0.73 0.85 -0.25
C2 -1.43 3.32 2.72
C3 2.54 -1.34 1.58
C4 1.81 -2.33 -2.81
C5 -5.31 1.19 1.93
C6 -4.36 -3.03 -0.93
C7 4.24 2.06 2.38
C8 5.33 1.40 -1.95
C9 -1.85 -2.11 -3.20
C10 -1.72 -1.04 2.62
C11 1.92 3.42 -0.81
C12 4.25 0.36 -1.89
C13 0.02 -3.43 -0.13
C14 -2.21 1.32 -4.05
C15 0.67 0.75 4.54
C16 -3.60 -1.91 -0.13
H1 3.23 -3.72 -2.35
H2 0.05 -1.72 2.98
H3 0.12 -2.32 -0.06
H4 -3.48 1.38 1.10
H5 -2.93 -0.14 -0.32
H6 -1.58 3.44 3.79
H7 -1.12 -1.48 -3.68
H8 -3.95 -1.77 0.90
H9 -4.12 0.38 -3.91
H10 -6.57 -0.06 1.05
H11 -1.48 0.00 2.85
H12 1.21 -0.19 4.71
H13 0.83 -3.92 -0.60
H14 1.73 1.29 3.12
H15 5.64 1.42 1.34
H16 -3.91 2.40 2.43
H17 4.04 0.12 1.89
H18 3.58 -0.70 3.38
H19 -2.60 -2.27 -0.21
H20 -1.90 2.67 -2.63
H21 -1.55 -1.32 1.57
H22 -0.50 3.82 2.43
H23 -2.82 -1.75 -3.52
H24 -0.34 0.55 4.82
H25 4.16 1.64 0.40
H26 2.06 2.62 -2.57
H27 2.05 -2.28 3.23
H28 1.14 -2.76 1.62
H29 0.11 -0.16 -1.87
H30 -0.87 -3.56 -0.70
H31 -5.32 -2.76 -1.30
H32 -2.47 -3.89 -3.76
H33 1.00 1.63 5.18
H34 1.46 -4.23 -3.65
H35 0.75 1.86 -1.62
H36 -4.94 -0.15 0.45
H37 3.74 0.28 -2.85
H38 -3.11 0.05 -5.25
H39 5.31 -0.75 -0.67
H40 -2.68 -1.18 2.94
H41 0.24 0.65 1.54
H42 5.96 1.33 -1.04
H43 -3.30 1.88 -2.40
H44 0.07 -3.04 -3.28
H45 -0.94 -4.24 1.38
H46 4.73 2.31 -1.78
H47 3.63 -2.02 -2.10
H48 1.38 3.99 1.05
H49 -3.89 -3.35 -1.84
H50 0.68 2.41 0.40
H51 -1.34 0.94 -2.05
H52 -2.04 4.12 1.11
H53 2.45 2.41 1.45
H54 -4.44 -3.90 -0.32
H55 5.87 1.36 -2.89
H56 -1.29 2.24 2.59
H57 3.47 0.52 -1.18
H58 1.07 0.06 0.16
H59 -1.85 -1.82 -2.14
H60 2.68 2.95 3.19

Computed properties:
E_tot ... -2465.4556 Ha
Energy relative to the best compared isomer or geometry (same formula, charge and spin) ... 182.3 kcal per mole

[9]
Molecular formula: CH4N2O2
Method: DFT, wB97M-V/def2-TZVPD

Geometry (Å):
O1 2.44 -0.28 -0.35
O2 -1.27 -1.38 -0.23
N1 1.36 -0.05 0.14
N2 0.47 0.75 -0.21
C1 -1.49 -0.25 0.12
H1 0.69 1.34 -1.08
H2 -2.04 0.38 -0.48
H3 1.04 -0.65 1.00
H4 -1.20 0.14 1.10

Computed properties:
E_tot ... -300.2029 Ha
Spin multiplicity ... 3
Energy relative to the best compared isomer or geometry (same formula, charge and spin) ... 89.5 kcal per mole

> energy relative to the best compared isomer or geometry (same formula, charge and spin) of number 7 (C21H25CsN3O3)?

0.8 kcal per mole

> Which of these has the lowest energy relative to the best compared isomer or geometry (same formula, charge and spin)?

C4H9NO4P

> Which value of energy relative to the best compared isomer or geometry (same formula, charge and spin) does entry 9 give?

89.5 kcal per mole